# 1
{
  "formula": "C7H10S",
  "method": "ωB97M-V with the def2-TZVPD basis set",
  "homo_lumo_gap_ev": [8.0, 8.5],
  "charge": 0,
  "homo_ev": [-7.68, -8.12],
  "e_tot_ev": -18250.5381,
  "e_above_lowest_kj_mol": 547.80,
  "lumo_ha": [0.0117, 0.0128],
  "species": ["C", "C", "C", "C", "C", "C", "C", "S", "H", "H", "H", "H", "H", "H", "H", "H", "H", "H"],
  "positions_angstrom": [[1.51, -0.60, 0.57], [1.30, -0.26, 1.88], [0.30, -0.11, -0.12], [-0.69, 0.35, 0.69], [-0.01, 0.44, 2.03], [-2.02, 0.95, 0.37], [0.06, -0.91, -2.59], [1.11, 0.33, -3.40], [2.39, -1.26, 0.28], [1.69, -0.77, 2.75], [-0.50, -0.10, 2.83], [0.16, 1.49, 2.38], [-2.88, 0.42, 0.84], [-2.12, 1.02, -0.69], [-1.92, 2.03, 0.97], [-0.95, -0.60, -2.59], [0.29, -1.94, -2.74], [2.29, -0.48, -3.46]]
}

=====

# 2
{
  "formula": "C7H11BN4ReTe4",
  "method": "ωB97M-V with the def2-TZVPD basis set",
  "homo_lumo_gap_ev": [4.9, 5.8],
  "charge": 0,
  "homo_ev": [-7.01, -7.17],
  "e_tot_ev": -45377.0867,
  "spin_multiplicity": 2,
  "lumo_ha": [-0.0760, -0.0517],
  "species": ["Re", "B", "N", "C", "C", "C", "N", "N", "C", "C", "C", "N", "H", "H", "H", "H", "H", "H", "H", "H", "Te", "Te", "Te", "Te", "C", "H", "H", "H"],
  "positions_angstrom": [[-1.05, -0.85, 0.35], [1.43, 1.52, 0.63], [1.86, 0.20, -0.05], [3.04, -0.11, -0.58], [3.01, -1.42, -1.01], [1.73, -1.86, -0.70], [1.04, -0.88, -0.10], [0.16, 2.01, -0.12], [-0.04, 3.20, -0.67], [-1.34, 3.28, -1.14], [-1.89, 2.04, -0.85], [-0.98, 1.27, -0.22], [1.19, 1.34, 1.80], [2.30, 2.33, 0.44], [3.81, 0.63, -0.63], [3.80, -1.98, -1.49], [1.28, -2.82, -0.86], [0.76, 3.93, -0.66], [-1.82, 4.11, -1.62], [-2.87, 1.66, -1.02], [-3.57, -1.00, -0.40], [-4.63, -1.30, 2.05], [-2.79, -1.63, 4.07], [-0.54, -0.81, 2.82], [-0.96, -2.92, 0.06], [-0.10, -3.40, 0.53], [-0.93, -3.12, -1.02], [-1.88, -3.41, 0.41]]
}

=====

# 3
{
  "formula": "C7H11BO2S",
  "method": "ωB97M-V with the def2-TZVPD basis set",
  "homo_lumo_gap_ev": 8.7,
  "charge": 0,
  "homo_ev": -8.17,
  "e_tot_ev": -23042.7983,
  "e_above_lowest_kj_mol": 66.99,
  "lumo_ha": 0.0202,
  "species": ["B", "C", "C", "C", "C", "C", "C", "C", "O", "O", "S", "H", "H", "H", "H", "H", "H", "H", "H", "H", "H", "H"],
  "positions_angstrom": [[0.70, -0.62, -0.13], [-3.43, 0.83, 0.14], [-3.85, -0.44, -0.04], [-1.38, -0.24, -0.09], [-2.01, 0.94, 0.06], [-1.16, 2.18, 0.15], [2.88, 0.56, -0.42], [2.30, -2.47, 0.24], [1.49, 0.53, -0.33], [1.01, -1.90, 0.10], [-2.51, -1.54, -0.14], [-4.23, 1.53, 0.24], [-4.91, -0.73, 0.08], [-1.65, 3.04, -0.05], [-0.77, 2.41, 1.24], [-0.34, 2.15, -0.46], [3.45, -0.34, -0.89], [3.44, 0.77, 0.51], [3.00, 1.51, -0.85], [2.17, -3.26, 1.02], [3.19, -1.92, 0.30], [2.59, -2.97, -0.67]]
}

=====

# 4
{
  "formula": "C7H11BaNP",
  "method": "ωB97M-V with the def2-TZVPD basis set",
  "homo_lumo_gap_ev": [3.2, 3.2],
  "charge": -1,
  "homo_ev": [-0.85, -0.85],
  "e_tot_ev": -18905.2072,
  "e_above_lowest_kj_mol": 0.00,
  "lumo_ha": [0.0846, 0.0846],
  "species": ["C", "C", "C", "C", "C", "Ba", "P", "H", "H", "H", "H", "H", "H", "H", "H", "C", "C", "N", "H", "H", "H"],
  "positions_angstrom": [[-1.48, -0.97, 0.62], [-2.01, -1.68, -0.46], [-2.68, -0.80, -1.35], [-2.62, 0.53, -0.87], [-1.90, 0.58, 0.33], [0.48, 0.88, 3.04], [2.12, -1.45, 2.05], [-0.93, -1.33, 1.49], [-1.92, -2.76, -0.59], [-3.18, -1.11, -2.27], [-1.67, 1.44, 0.98], [-3.06, 1.40, -1.36], [2.30, -2.10, 0.78], [2.28, -2.65, 2.83], [3.50, -1.03, 2.20], [1.91, 1.95, -1.70], [1.56, 1.61, -0.35], [1.30, 1.38, 0.76], [2.55, 1.16, -2.13], [2.45, 2.91, -1.72], [1.00, 2.04, -2.31]]
}

=====

# 5
{
  "formula": "C7H11BeO7P",
  "method": "ωB97M-V with the def2-TZVPD basis set",
  "homo_lumo_gap_ev": 7.1,
  "charge": 2,
  "homo_ev": -17.28,
  "e_tot_ev": -31440.5946,
  "e_above_lowest_kj_mol": 0.00,
  "lumo_ha": -0.3744,
  "species": ["Be", "C", "O", "C", "O", "C", "O", "C", "O", "H", "H", "C", "O", "P", "O", "C", "O", "C", "H", "H", "H", "H", "H", "H", "H", "H", "H"],
  "positions_angstrom": [[-0.13, 1.44, -1.35], [-0.06, 2.73, -0.08], [-0.02, 3.66, 0.60], [-0.15, 2.38, -2.80], [-0.15, 3.20, -3.61], [-2.01, 1.21, -1.23], [-3.14, 1.37, -1.15], [1.71, 1.07, -1.30], [2.85, 1.20, -1.31], [-0.23, -2.45, -3.73], [-0.23, -2.00, -4.30], [0.00, -3.30, 0.02], [-0.44, -2.23, 0.87], [-0.25, -0.75, 0.05], [-1.33, 0.08, 0.96], [-1.33, 0.43, 2.33], [1.27, -0.43, 0.60], [1.75, 0.22, 1.78], [1.05, -3.17, -0.31], [-0.63, -3.28, -0.88], [-0.16, -4.20, 0.63], [-2.36, 0.66, 2.65], [-0.87, -0.36, 2.94], [-0.70, 1.33, 2.38], [1.42, 1.27, 1.74], [1.29, -0.25, 2.66], [2.86, 0.17, 1.84]]
}

=====

# 6
{
  "formula": "C7H11Br4IO4S",
  "method": "ωB97M-V with the def2-TZVPD basis set",
  "homo_lumo_gap_ev": 9.1,
  "charge": 0,
  "homo_ev": -9.59,
  "e_tot_ev": -314730.4096,
  "smiles": "O=C(I)COC(=O)OS.BrCCBr.BrCCBr",
  "lumo_ha": -0.0192,
  "species": ["O", "C", "I", "C", "O", "C", "O", "O", "S", "H", "H", "H", "Br", "C", "C", "Br", "H", "H", "H", "H", "Br", "C", "C", "Br", "H", "H", "H", "H"],
  "positions_angstrom": [[1.14, -0.67, 2.16], [1.17, -0.19, 0.99], [2.34, -1.08, -0.64], [0.28, 1.13, 0.68], [-0.94, 1.13, 1.48], [-2.03, 0.69, 0.64], [-2.45, 1.45, -0.27], [-2.62, -0.58, 0.91], [-1.73, -1.85, 0.23], [0.06, 1.12, -0.45], [0.84, 2.10, 0.91], [-0.80, -2.34, 1.15], [-5.13, 6.18, -1.88], [-5.06, 4.26, -2.24], [-3.73, 3.68, -1.82], [-2.33, 4.11, -3.10], [-5.27, 4.13, -3.30], [-5.87, 3.84, -1.65], [-3.78, 2.59, -1.80], [-3.39, 4.04, -0.84], [5.50, -2.16, 0.43], [5.15, -3.68, 1.61], [4.85, -4.93, 0.81], [3.03, -4.90, 0.10], [4.33, -3.38, 2.27], [6.06, -3.80, 2.19], [4.88, -5.81, 1.46], [5.52, -5.07, -0.03]]
}

=====

# 7
{
  "formula": "C7H11BrIrN3O7P2S",
  "method": "ωB97M-V with the def2-TZVPD basis set",
  "homo_lumo_gap_ev": [8.3, 4.6],
  "charge": 1,
  "homo_ev": [-11.63, -11.94],
  "e_tot_ev": -128530.0286,
  "spin_multiplicity": 6,
  "e_above_lowest_kj_mol": 39.17,
  "lumo_ha": [-0.1238, -0.2692],
  "species": ["Ir", "O", "P", "O", "O", "O", "P", "O", "O", "O", "H", "H", "N", "N", "C", "N", "S", "H", "H", "H", "H", "H", "Br", "C", "C", "C", "C", "C", "C", "H", "H", "H", "H"],
  "positions_angstrom": [[0.55, -0.31, 0.08], [3.67, 2.47, 0.28], [2.41, 1.62, 0.64], [2.63, 0.13, 0.76], [1.31, 1.85, -0.39], [1.91, 2.19, 2.04], [0.47, 1.79, 2.69], [-0.51, 2.94, 2.10], [0.52, 1.82, 4.14], [0.05, 0.52, 1.94], [4.41, 2.45, 0.90], [-0.60, 3.62, 2.78], [-2.18, 0.43, 0.22], [-2.07, 1.79, -0.06], [-1.26, 2.24, -1.00], [-0.97, 3.52, -1.08], [-0.60, 1.15, -2.19], [-3.09, 0.07, -0.07], [-2.04, 0.30, 1.22], [-2.36, 2.44, 0.67], [-1.07, 4.12, -0.28], [-0.38, 3.84, -1.83], [-0.50, -6.52, -2.12], [-0.23, -4.75, -1.55], [0.65, -4.49, -0.51], [0.85, -3.18, -0.10], [0.17, -2.11, -0.72], [-0.71, -2.41, -1.77], [-0.91, -3.71, -2.19], [1.18, -5.30, -0.03], [1.55, -2.99, 0.70], [-1.27, -1.63, -2.27], [-1.58, -3.93, -3.01]]
}

=====

# 8
{
  "formula": "C7H11BrN",
  "method": "ωB97M-V with the def2-TZVPD basis set",
  "homo_lumo_gap_ev": 8.5,
  "charge": 1,
  "homo_ev": -12.20,
  "e_tot_ev": -78962.1269,
  "e_above_lowest_kj_mol": 77.95,
  "lumo_ha": -0.1358,
  "species": ["C", "C", "C", "C", "C", "C", "C", "N", "Br", "H", "H", "H", "H", "H", "H", "H", "H", "H", "H", "H"],
  "positions_angstrom": [[-3.57, -0.72, 0.07], [-3.19, -0.01, 1.21], [-2.82, -0.66, -1.14], [-1.92, 0.52, 1.18], [-1.62, 0.07, -1.19], [-1.12, 0.51, 0.04], [4.02, 0.57, 0.01], [3.00, -0.58, 0.00], [0.60, 1.26, -0.02], [-4.53, -1.19, 0.06], [-3.86, -0.08, 2.03], [-3.16, -1.00, -2.12], [-1.65, 1.09, 2.00], [2.64, -0.51, -1.02], [-1.14, 0.28, -2.11], [4.45, 0.69, 0.98], [4.78, 0.28, -0.76], [3.28, 1.37, -0.24], [2.33, -0.28, 0.76], [3.45, -1.61, 0.23]]
}